one | This record from the OMol25 dataset describes the ion C4H6NS with charge +1. The level of theory is ωB97M-V/def2-TZVPD.

Last column: Löwdin charge in e.
Cartesian coordinates (Å):
S -1.653 -0.015 1.385  1.042
N 0.724 0.820 -0.666  -0.045
C 1.356 0.392 0.365  0.116
C -0.549 0.440 -1.114  -0.141
C -1.610 0.098 -0.383  -0.326
C -0.417 -1.065 1.706  -0.213
H -0.112 -1.162 2.736  0.057
H 1.150 1.499 -1.311  0.173
H -0.002 -1.731 0.971  0.049
H 2.305 0.863 0.599  0.065
H -2.569 -0.054 -0.852  0.085
H -0.671 0.538 -2.187  0.140

Values from the calculation:
highest occupied orbital energy: -13.332 eV
LUMO level: -0.207 Eh
total charge: +1
HOMO-LUMO gap: 7.71 eV



two | This record from the OMol25 dataset describes a structure of composition C4H6NS. The level of theory is ωB97M-V/def2-TZVPD.

Last column: Löwdin charge in e.
Cartesian coordinates (Å):
S 2.438 0.302 -0.069  1.073
N 0.229 -0.304 0.230  -0.230
C 0.792 0.880 0.316  -0.250
C -1.082 -0.248 0.228  -0.122
C 1.338 -1.130 -0.175  -0.335
C -1.565 0.927 -0.274  0.128
H -1.732 -1.122 0.540  0.170
H 1.380 -2.003 0.619  0.173
H 0.295 1.647 0.803  0.107
H 1.256 -1.614 -1.185  0.133
H -0.784 1.569 -0.736  0.099
H -2.564 1.095 -0.298  0.054

Values from the calculation:
highest occupied orbital energy: -14.244 eV
LUMO level: -0.203 Eh
total charge: +1
HOMO-LUMO gap: 8.71 eV



Of them, two has the highest stability.



one | This record from the OMol25 dataset describes a cluster of 2 separate species, CH6OS2 in total. The level of theory is ωB97M-V/def2-TZVPD.

Last column: Löwdin charge in e.
Cartesian coordinates (Å):
S -0.047 -2.448 -1.811  0.290
S -1.035 -0.691 -1.200  0.384
O -0.576 2.989 1.973  -0.088
C 0.000 0.000 0.000  -0.575
H 0.782 0.675 -0.386  0.041
H 0.406 2.934 1.942  0.049
H -0.625 0.560 0.715  0.022
H -0.517 -3.359 -0.932  -0.203
H -0.796 2.969 2.932  0.051
H 0.486 -0.833 0.535  0.029

Values from the calculation:
highest occupied orbital energy: -8.992 eV
LUMO level: 0.021 Eh
SMILES: CSS.O
HOMO-LUMO gap: 9.56 eV



two | This record from the OMol25 dataset describes a cluster of 2 separate species, CH6OS2 in total. The level of theory is ωB97M-V/def2-TZVPD.

Last column: Löwdin charge in e.
Cartesian coordinates (Å):
S -0.339 -1.136 1.351  0.339
S 1.301 -2.358 1.221  0.293
O 2.434 2.258 1.733  -0.089
C 0.000 0.000 0.000  -0.524
H 2.303 -1.530 1.584  -0.189
H 2.232 3.221 1.732  0.052
H 1.036 0.359 0.123  0.009
H -0.681 0.866 0.056  0.038
H -0.096 -0.460 -0.998  0.039
H 1.568 1.823 1.901  0.032

Values from the calculation:
highest occupied orbital energy: -8.967 eV
LUMO level: 0.019 Eh
SMILES: CSS.O
HOMO-LUMO gap: 9.49 eV



Of them, two has the highest stability.



one | This record from the OMol25 dataset describes a cluster of 2 separate species, C3H11N2O in total. The level of theory is ωB97M-V/def2-TZVPD.

Last column: Löwdin charge in e.
Cartesian coordinates (Å):
O -1.067 -0.297 -0.288  -0.034
N 0.239 -0.768 2.094  0.141
N -0.459 -0.528 -2.366  0.168
C 0.260 0.764 2.305  -0.023
C 1.072 0.805 -1.114  -0.002
C -0.280 0.057 -1.188  -0.526
H -1.292 -1.120 -2.492  0.147
H 1.058 1.416 1.858  0.103
H 0.139 -0.333 -3.168  0.127
H -0.589 -0.958 1.460  0.137
H -0.395 0.969 1.441  0.061
H 1.055 -1.026 1.522  0.158
H 1.404 1.143 -2.118  0.091
H 0.116 -1.357 2.931  0.172
H 1.910 0.145 -0.890  0.090
H -0.115 1.223 3.249  0.114
H 1.073 1.750 -0.582  0.075

Values from the calculation:
highest occupied orbital energy: -14.212 eV
LUMO level: -0.121 Eh
total charge: +1
HOMO-LUMO gap: 10.91 eV



two | This record from the OMol25 dataset describes a cluster of 2 separate species, C3H11N2O in total. The level of theory is ωB97M-V/def2-TZVPD.

Last column: Löwdin charge in e.
Cartesian coordinates (Å):
O -0.989 1.955 2.769  -0.031
N 0.003 0.023 1.279  0.172
N 1.574 -1.160 -0.749  0.121
C -0.539 -0.257 -0.122  -0.060
C -0.054 -0.467 -2.501  -0.025
C 0.351 -0.642 -1.073  -0.382
H -1.203 2.811 2.373  0.084
H 1.958 -1.327 0.165  0.098
H -0.898 -1.139 -2.685  0.098
H 0.991 -0.079 1.099  0.123
H -0.524 0.889 1.559  0.101
H -0.445 0.515 -2.834  0.102
H 0.816 -0.668 -3.162  0.098
H 2.063 -1.773 -1.383  0.121
H -1.554 0.099 -0.271  0.123
H -0.301 -0.790 1.842  0.172
H -1.248 2.010 3.695  0.084

Values from the calculation:
highest occupied orbital energy: -12.648 eV
LUMO level: -0.116 Eh
total charge: +1
HOMO-LUMO gap: 9.50 eV



three | This record from the OMol25 dataset describes a cluster of 2 separate species, C3H11N2O in total. The level of theory is ωB97M-V/def2-TZVPD.

Last column: Löwdin charge in e.
Cartesian coordinates (Å):
O -1.109 -1.869 1.853  -0.049
N -0.040 0.693 -0.821  0.068
N -0.988 1.829 0.953  0.190
C -0.448 0.760 0.407  -0.147
C 2.119 -0.396 -1.460  -0.064
C 0.602 -0.523 -1.389  -0.176
H 0.112 -0.719 -2.337  0.128
H -1.252 1.804 1.934  0.142
H -1.139 2.700 0.460  0.139
H -0.718 -2.524 2.439  0.064
H 2.588 0.198 -0.675  0.085
H 2.554 -1.385 -1.332  0.083
H -0.410 -0.125 1.027  0.120
H -2.044 -2.022 1.700  0.058
H 0.052 1.540 -1.376  0.175
H 0.345 -1.318 -0.698  0.110
H 2.440 -0.080 -2.446  0.077

Values from the calculation:
highest occupied orbital energy: -14.991 eV
LUMO level: -0.111 Eh
total charge: +1
HOMO-LUMO gap: 11.98 eV



four | This record from the OMol25 dataset describes a cluster of 2 separate species, C3H11N2O in total. The level of theory is ωB97M-V/def2-TZVPD.

Last column: Löwdin charge in e.
Cartesian coordinates (Å):
O -3.822 -3.626 -2.257  -0.133
N -0.122 0.041 -1.751  0.180
N 1.405 0.285 0.018  0.031
C 0.298 0.684 -0.668  -0.101
C 1.869 0.674 1.373  -0.130
C 0.862 1.884 1.952  -0.066
H -3.640 -3.823 -1.299  0.046
H -4.736 -4.034 -2.482  0.087
H 0.861 2.661 1.152  0.066
H 2.003 -0.082 2.011  0.059
H 2.946 1.050 1.241  0.150
H 0.254 -0.903 -1.844  0.148
H 2.084 -0.378 -0.468  0.191
H 1.386 2.227 2.950  0.114
H -0.453 1.105 0.053  0.168
H -0.221 1.899 2.182  0.067
H -0.973 0.337 -2.164  0.124

Values from the calculation:
highest occupied orbital energy: -13.786 eV
LUMO level: -0.163 Eh
total charge: +1
HOMO-LUMO gap: 9.34 eV



Of them, three has the highest stability.